Here is a molecular structure, C34H32BrF10N11O6Ti at a distorted geometry from OMol25. Energies are from wB97M-V/def2-TZVPD.

The geometry in XYZ format:
```
95
Properties=species:S:1:pos:R:3:forces:R:3
Ti 0.494 0.559 -0.022 1.177 -1.005 0.312
C -0.771 1.669 3.193 -0.219 0.204 0.027
N 0.412 1.011 2.625 0.142 0.107 0.088
C 1.518 1.978 2.649 0.449 0.238 -0.188
C 2.568 1.797 1.547 0.185 -0.022 0.766
N 1.926 1.850 0.246 0.879 -0.151 0.374
C 2.393 2.690 -0.678 0.536 1.406 -1.237
C 1.553 3.122 -1.750 -0.396 -0.469 0.594
F 0.277 2.636 -1.779 0.793 0.736 -0.243
C 1.956 3.947 -2.777 0.223 0.080 -0.245
F 1.092 4.258 -3.754 0.225 -0.007 0.208
C 3.268 4.425 -2.824 -0.041 -0.207 0.042
F 3.696 5.185 -3.849 -0.168 -0.177 0.360
C 4.137 4.040 -1.804 -0.034 0.262 -0.475
F 5.420 4.433 -1.849 -0.304 -0.046 0.018
C 3.721 3.215 -0.777 -0.376 -0.574 0.305
F 4.683 2.823 0.098 -0.255 0.119 -0.326
C 0.658 -0.142 3.501 0.345 -0.359 -0.117
C 1.813 -1.058 3.095 0.085 0.171 -0.034
N 1.945 -1.160 1.659 -0.952 0.381 -0.103
C 2.991 -1.826 1.217 0.819 -0.613 -0.416
C 3.926 -2.687 1.884 -0.338 0.288 0.043
F 3.814 -2.946 3.211 -0.032 -0.023 -0.251
C 4.986 -3.283 1.235 0.300 -0.077 -0.413
F 5.814 -4.081 1.927 -0.184 0.103 -0.140
C 5.236 -3.084 -0.126 0.011 0.119 0.098
F 6.266 -3.691 -0.747 -0.100 0.041 0.070
C 4.393 -2.216 -0.805 -0.098 0.099 0.061
F 4.604 -1.862 -2.100 0.109 -0.227 0.152
C 3.332 -1.654 -0.147 -0.325 0.508 0.090
F 2.577 -0.702 -0.805 0.777 -0.962 0.091
H -1.639 1.015 3.120 -0.035 -0.052 0.011
H -0.986 2.600 2.677 0.051 -0.025 -0.112
H -0.610 1.900 4.255 0.006 -0.028 -0.026
H 1.092 2.971 2.482 -0.025 -0.173 0.109
H 2.027 1.968 3.625 -0.078 0.022 0.009
H 3.267 2.626 1.693 -0.103 -0.154 -0.107
H 3.115 0.857 1.660 0.011 0.202 0.082
H 0.861 0.204 4.531 -0.190 -0.052 -0.174
H -0.269 -0.726 3.544 -0.032 0.118 0.017
H 2.745 -0.665 3.522 -0.047 -0.005 0.129
H 1.638 -2.040 3.561 0.053 0.212 0.125
N -0.655 -1.103 0.757 -0.564 -0.260 0.050
N -2.030 -0.790 0.702 -0.705 -0.005 0.525
C -2.311 0.565 0.618 -0.016 0.284 -0.018
N -3.588 1.006 0.817 0.272 -0.303 0.005
N -1.278 1.352 0.358 -1.623 -1.160 0.067
N -1.411 2.690 0.245 0.125 -0.356 0.264
O -2.508 3.182 -0.092 -1.891 0.732 -0.707
O -0.393 3.346 0.529 1.136 1.172 0.672
H -0.405 -1.776 0.018 -0.159 -0.056 0.293
H -0.343 -1.448 1.665 -0.057 0.242 -0.305
H -2.672 -1.350 1.259 0.371 0.175 -0.091
H -4.331 0.361 0.595 0.063 -0.094 0.028
H -3.689 1.964 0.453 0.125 -0.017 0.076
C -2.519 0.661 -2.532 -0.056 0.284 -0.211
O -1.813 -0.387 -1.886 -0.118 -0.884 -0.430
C -2.048 -1.641 -2.370 -0.232 0.160 -0.011
C -3.233 -2.019 -2.988 0.333 0.082 0.196
C -3.387 -3.314 -3.463 -0.122 -0.202 -0.183
Br -5.047 -3.795 -4.258 0.113 0.012 0.052
C -2.376 -4.241 -3.400 0.150 0.177 0.101
C -1.164 -3.871 -2.797 -0.564 0.653 0.109
C -1.020 -2.590 -2.235 0.137 -0.361 0.056
O 0.114 -2.238 -1.583 -0.251 -0.150 -0.311
C 0.012 -4.708 -2.846 0.650 -0.365 0.021
N 1.086 -4.493 -2.102 -0.735 0.197 -0.111
C 2.062 -5.326 -2.573 0.046 -0.559 -0.648
C 3.390 -5.467 -2.186 -0.125 -0.051 -0.124
C 4.177 -6.316 -2.936 0.141 0.039 0.122
C 3.665 -7.028 -4.022 -0.108 -0.140 -0.123
C 2.336 -6.939 -4.387 -0.017 -0.039 -0.102
C 1.542 -6.076 -3.652 0.620 0.085 0.513
N 0.229 -5.693 -3.772 -0.281 0.308 0.171
H -2.424 0.558 -3.615 -0.006 0.009 0.040
H -2.051 1.589 -2.209 -0.099 0.002 0.010
H -3.577 0.675 -2.250 0.107 0.003 0.046
H -4.043 -1.322 -3.112 -0.073 0.158 0.023
H -2.520 -5.236 -3.792 -0.007 -0.060 -0.045
H 0.739 -3.037 -1.634 -0.007 0.123 0.171
H 3.778 -4.920 -1.342 0.075 0.094 0.093
H 5.220 -6.430 -2.688 0.130 -0.007 0.072
H 4.327 -7.663 -4.591 0.033 -0.073 -0.025
H 1.934 -7.486 -5.226 0.026 -0.123 -0.105
H -0.412 -5.994 -4.488 0.028 0.139 0.076
N 3.141 0.682 -3.143 -0.162 -0.005 0.605
C 2.176 0.239 -4.162 -1.060 -0.309 -0.035
C 0.817 -0.035 -3.375 0.903 0.138 -0.833
O -0.093 -0.533 -3.993 -0.120 -0.040 -0.205
O 0.905 0.351 -2.165 -0.108 0.126 0.778
H 3.809 -0.052 -2.892 -0.113 0.195 0.029
H 2.404 0.786 -2.322 0.887 0.043 -0.444
H 3.631 1.554 -3.348 -0.144 -0.082 0.083
H 2.484 -0.676 -4.662 0.083 0.070 0.057
H 1.983 1.014 -4.902 0.119 -0.008 0.092
```
Positions in Å, forces in eV/Å.

## Properties
lowest unoccupied orbital energy (alpha / beta)	-0.2 / -0.2	eV
max |F|	0.0418	Eh/bohr
DFT total energy	-184780.56982	eV
spin multiplicity	3